(1)
ORCA calculation (ωB97M-V/def2-TZVPD) on a cluster of 7 separate species, C28H67N5O11 in total.

The geometry in XYZ format:
```
111
Properties=species:S:1:pos:R:3:mulliken_charge:R:1
C 2.54 6.29 3.76 -1.375
C 1.81 6.22 2.41 0.419
C 1.53 4.74 2.01 -0.415
O 0.18 4.72 1.65 -0.112
C -0.40 5.93 1.89 0.464
O -1.53 6.16 1.76 -0.483
O 0.50 6.83 2.36 -0.412
H 2.96 7.25 3.99 0.362
H 3.41 5.62 3.55 0.373
H 2.04 5.85 4.62 0.325
H 2.36 6.78 1.67 0.259
H 1.67 4.22 2.96 0.238
H 2.11 4.32 1.22 0.333
C 2.10 -5.58 -3.64 -1.403
C 2.61 -4.67 -2.47 1.681
C 1.77 -4.73 -1.22 -0.476
O 2.73 -4.35 -0.18 -0.317
C 3.99 -4.64 -0.61 0.540
O 4.97 -4.69 0.05 -0.525
O 3.96 -4.96 -1.99 -0.453
H 2.50 -6.65 -3.60 0.357
H 2.41 -5.10 -4.56 0.361
H 1.01 -5.73 -3.68 0.349
H 2.66 -3.62 -2.80 -0.729
H 1.46 -5.77 -1.02 0.264
H 0.96 -4.01 -1.23 0.306
C -1.93 -1.78 6.75 -1.012
C -0.49 -2.03 6.29 0.800
C 0.21 -0.77 5.85 -1.061
O -0.80 -0.13 5.05 -0.085
C -0.38 1.16 4.63 -0.765
N 0.34 -2.50 7.41 -0.775
H -1.99 -0.80 7.25 0.244
H -2.28 -2.64 7.32 0.416
H -2.56 -1.71 5.83 0.088
H -0.40 -2.77 5.46 0.085
H 1.13 -0.92 5.23 0.318
H 0.51 -0.10 6.68 0.425
H 0.23 1.59 5.43 0.425
H -1.28 1.70 4.31 0.301
H 0.41 1.08 3.81 0.136
H 0.05 -3.42 7.72 0.263
H 1.29 -2.67 7.08 0.245
C 2.49 -1.15 -3.72 -0.845
C 2.63 -0.30 -5.02 0.188
C 1.51 -0.69 -5.90 -0.353
O 1.71 -0.16 -7.21 -0.325
C 0.65 -0.43 -8.05 -0.657
N 2.60 1.11 -4.61 -0.676
H 3.42 -0.99 -3.14 0.445
H 2.32 -2.15 -4.05 0.088
H 1.52 -0.84 -3.23 0.171
H 3.51 -0.59 -5.60 0.297
H 0.53 -0.29 -5.42 0.020
H 1.45 -1.80 -5.91 0.380
H -0.31 0.10 -7.74 0.234
H 0.51 -1.52 -8.09 0.301
H 0.89 -0.06 -9.10 0.232
H 1.96 1.44 -3.92 0.186
H 2.44 1.81 -5.32 0.312
C -1.54 1.82 -3.44 -0.945
C -1.01 3.14 -2.76 -0.238
C -1.89 3.66 -1.60 -0.504
O -2.15 2.61 -0.69 0.064
C -2.86 3.12 0.44 -0.850
N 0.37 2.84 -2.55 -0.368
H -2.51 2.14 -3.92 0.463
H -1.70 1.12 -2.56 0.070
H -0.91 1.46 -4.29 0.151
H -1.08 3.93 -3.55 0.383
H -2.86 4.11 -1.91 0.445
H -1.29 4.37 -1.03 0.146
H -3.92 3.20 0.16 0.286
H -2.58 4.15 0.66 0.465
H -2.66 2.40 1.24 0.046
H 0.83 3.65 -2.10 0.220
H 0.45 1.95 -1.99 0.124
C -4.92 -0.81 -1.15 -1.806
C -3.48 -0.87 -0.82 1.532
C -3.23 -1.40 0.61 -0.355
O -3.82 -0.53 1.51 -0.328
C -3.80 -0.99 2.88 -0.815
N -2.65 -1.53 -1.82 -0.416
H -5.44 -0.21 -0.40 0.335
H -5.37 -1.84 -1.20 0.354
H -5.03 -0.52 -2.22 0.448
H -3.16 0.16 -0.71 -0.784
H -2.18 -1.51 0.88 -0.021
H -3.71 -2.43 0.71 0.363
H -4.24 -2.00 2.96 0.337
H -4.27 -0.20 3.42 0.417
H -2.77 -0.98 3.21 0.163
H -2.90 -2.54 -1.74 0.295
H -2.84 -1.09 -2.73 0.275
C 2.34 0.61 0.60 -1.543
C 1.45 -0.43 -0.02 0.607
C 1.09 -1.33 1.14 -0.506
O 0.41 -2.47 0.73 0.050
C 0.04 -3.29 1.80 -0.842
N 0.28 0.20 -0.75 0.584
H 1.71 1.11 1.43 0.051
H 2.53 1.38 -0.19 0.396
H 3.27 0.31 1.02 0.548
H 2.08 -0.99 -0.73 -0.361
H 0.49 -0.71 1.85 -0.116
H 2.02 -1.69 1.54 0.618
H 0.92 -3.67 2.36 0.344
H -0.48 -4.12 1.36 0.366
H -0.59 -2.70 2.57 0.018
H -0.35 -0.61 -1.07 -0.057
H -0.27 0.81 -0.11 -0.083
```

## Properties
- HOMO (eV) = -8.642
- orbital gap (eV) = 9.04
- structure (SMILES) = C[C@H]1COC(=O)O1.C[C@H]1COC(=O)O1.COC[C@H](C)N.COC[C@H](C)N.COC[C@H](C)N.COC[C@H](C)N.COC[C@H](C)N
- E_tot (Eh) = -2208.319538
- multiplicity = 1
- total charge = 0

***

(2)
ORCA calculation (ωB97M-V/def2-TZVPD) on a structure of composition C28H68BF4N6O8Rb.

The geometry in XYZ format:
```
116
Properties=species:S:1:pos:R:3:mulliken_charge:R:1
Rb 0.93 6.26 2.86 1.001
B 0.42 1.01 1.51 0.585
F 0.14 2.03 0.60 -0.410
F 1.77 1.15 1.73 -0.386
F -0.35 1.16 2.68 -0.422
F 0.16 -0.19 0.97 -0.369
C 2.34 -2.75 -4.71 -0.702
O 3.27 -1.83 -5.26 -0.350
C 3.59 -1.92 -6.67 -0.642
C 2.56 -1.23 -7.56 -0.443
N 2.83 0.20 -7.63 -0.351
C 1.71 0.79 -8.33 -0.590
C 2.11 2.26 -8.64 -0.658
O 3.04 2.32 -9.77 -0.347
C 4.40 2.43 -9.29 -0.658
H 1.31 -2.49 -4.98 0.249
H 2.42 -2.69 -3.62 0.272
H 2.62 -3.79 -4.88 0.313
H 3.68 -2.98 -6.90 0.408
H 4.56 -1.44 -6.78 0.259
H 1.54 -1.46 -7.24 0.391
H 2.83 -1.67 -8.52 0.330
H 3.59 0.30 -8.29 0.150
H 0.82 0.63 -7.72 0.437
H 1.49 0.23 -9.24 0.351
H 2.36 2.74 -7.70 0.348
H 1.20 2.79 -8.92 0.410
H 4.76 1.51 -8.82 0.264
H 4.51 3.16 -8.49 0.289
H 5.04 2.62 -10.16 0.270
C -2.26 -6.71 -6.03 -0.654
O -1.67 -5.93 -7.14 -0.331
C -2.58 -5.60 -8.20 -0.676
C -3.93 -4.93 -7.79 -0.624
N -3.74 -3.56 -7.25 -0.328
C -5.04 -2.96 -6.94 -0.771
C -5.76 -3.41 -5.63 -0.478
O -4.81 -3.74 -4.61 -0.346
C -4.07 -2.69 -3.92 -0.719
H -1.43 -7.00 -5.39 0.248
H -2.66 -7.63 -6.46 0.315
H -3.07 -6.25 -5.47 0.222
H -2.83 -6.50 -8.77 0.387
H -2.06 -4.88 -8.83 0.311
H -4.51 -5.47 -7.04 0.368
H -4.55 -4.91 -8.68 0.461
H -3.32 -3.75 -6.35 0.304
H -5.69 -3.02 -7.82 0.396
H -4.88 -1.89 -6.80 0.339
H -6.38 -4.29 -5.82 0.339
H -6.46 -2.61 -5.37 0.368
H -4.69 -1.87 -3.56 0.318
H -3.36 -2.17 -4.57 0.323
H -3.67 -3.15 -3.02 0.230
C 7.14 0.61 5.23 -0.634
O 8.26 1.09 5.94 -0.359
C 9.54 1.16 5.38 -0.666
C 9.59 2.17 4.16 -0.461
N 9.09 3.52 4.37 -0.291
C 8.53 4.20 3.23 -0.732
C 9.58 4.57 2.19 -0.470
O 10.42 5.60 2.72 -0.326
C 11.79 5.43 2.32 -0.668
H 7.24 -0.48 5.19 0.298
H 7.08 0.92 4.19 0.250
H 6.16 0.82 5.66 0.243
H 9.87 0.14 5.16 0.381
H 10.20 1.49 6.18 0.300
H 8.95 1.82 3.35 0.327
H 10.60 2.18 3.75 0.219
H 8.51 3.59 5.20 0.291
H 7.96 5.09 3.50 0.450
H 7.81 3.56 2.73 0.350
H 9.13 4.87 1.24 0.339
H 10.16 3.66 2.04 0.340
H 12.23 4.60 2.87 0.266
H 12.26 6.38 2.58 0.250
H 11.98 5.33 1.26 0.304
C -6.07 0.42 4.37 -1.883
C -7.05 1.53 4.93 1.759
C -8.30 0.88 5.66 -1.133
C -8.12 0.50 7.10 -0.750
C -7.67 1.76 7.86 -1.180
C -6.32 2.29 7.30 1.361
N -6.31 2.46 5.82 0.122
O -5.12 3.01 5.36 -0.411
C -6.18 3.68 8.02 -1.806
C -5.12 1.40 7.82 -1.702
C -7.63 2.49 3.91 -1.986
H -6.56 -0.23 3.64 0.449
H -5.77 -0.29 5.14 0.320
H -5.24 0.86 3.82 0.520
H -9.25 1.41 5.55 0.411
H -8.44 -0.11 5.23 0.372
H -7.38 -0.30 7.16 0.351
H -9.10 0.16 7.43 0.363
H -7.54 1.54 8.92 0.515
H -8.46 2.50 7.80 0.395
H -6.97 4.36 7.70 0.445
H -6.34 3.51 9.08 0.381
H -5.30 4.23 7.71 0.362
H -4.86 0.47 7.32 0.300
H -4.17 1.94 7.74 0.487
H -5.26 1.12 8.86 0.373
H -6.82 2.91 3.31 0.391
H -8.14 3.39 4.24 0.384
H -8.33 1.95 3.27 0.434
H -4.52 2.26 5.37 0.356
C 0.07 -4.00 5.75 0.615
O 0.08 -4.99 6.49 -0.666
N -0.01 -2.74 6.13 -0.370
N 0.09 -4.10 4.41 -0.376
H -0.07 -1.89 5.59 0.188
H -0.06 -2.65 7.14 0.212
H -0.04 -3.26 3.86 0.180
H -0.08 -4.99 3.96 0.217
```

## Properties
- HOMO (eV) = -8.019
- orbital gap (eV) = 5.82
- E_tot (Eh) = -2486.423695
- multiplicity = 1
- energy relative to the best compared isomer or geometry (same formula, charge and spin) (kcal per mole) = 115.3
- total charge = 0

***

(3)
ORCA calculation (ωB97M-V/def2-TZVPD) on a cluster of 12 separate species, C28H70Br2O10 in total.

The geometry in XYZ format:
```
110
Properties=species:S:1:pos:R:3:mulliken_charge:R:1
Br 3.97 -1.43 0.98 -0.174
C 3.53 -3.03 2.04 -0.786
C 3.55 -2.61 3.50 -0.327
Br 3.06 -4.22 4.56 -0.163
H 4.29 -3.76 1.77 0.585
H 2.58 -3.52 1.82 0.453
H 2.87 -1.77 3.58 0.078
H 4.52 -2.21 3.81 0.413
C 3.23 -4.00 -4.09 -0.646
C 2.04 -4.51 -4.65 -0.281
C 0.86 -4.43 -3.95 -0.502
C 0.84 -3.82 -2.70 0.012
C 2.02 -3.34 -2.09 -0.553
C 3.21 -3.43 -2.87 -0.462
H 4.12 -4.09 -4.69 0.349
H 2.04 -4.81 -5.69 0.361
H -0.03 -4.80 -4.44 0.365
H -0.11 -3.66 -2.22 0.426
H 1.98 -2.84 -1.13 0.534
H 4.09 -3.02 -2.40 0.396
C 1.86 -0.61 -4.84 -1.197
C 2.12 0.35 -3.70 -0.156
O 0.96 0.41 -2.79 -0.139
H 1.86 -1.69 -4.68 0.037
H 2.56 -0.40 -5.65 0.504
H 0.97 -0.24 -5.33 0.315
H 2.40 1.33 -4.07 0.373
H 3.05 0.02 -3.23 0.311
H 1.09 1.12 -2.16 -0.101
C 0.82 -0.13 1.11 0.611
C -0.12 -0.82 0.09 1.398
O -0.96 -1.61 0.88 -0.590
H 1.36 -0.95 1.57 -0.285
H 0.21 0.29 1.92 -0.606
H 1.48 0.55 0.58 0.332
H 0.51 -1.40 -0.59 -0.154
H -0.64 -0.12 -0.56 -1.251
H -1.66 -2.00 0.36 0.563
C -3.56 0.61 3.81 -1.365
C -3.48 0.12 2.37 -0.167
O -2.46 0.79 1.62 0.328
H -4.52 0.61 4.32 0.439
H -3.22 1.64 3.93 0.235
H -2.86 0.02 4.41 0.205
H -4.35 0.20 1.72 0.370
H -3.26 -0.95 2.37 0.287
H -1.94 0.02 1.37 -0.081
C 4.07 3.16 3.06 -0.919
C 3.90 1.65 3.09 0.572
O 4.53 1.15 4.31 -0.531
H 4.00 3.58 4.07 0.317
H 3.27 3.56 2.44 0.027
H 4.99 3.41 2.55 0.384
H 4.24 1.25 2.14 0.063
H 2.83 1.45 3.03 -0.230
H 5.46 1.02 4.10 0.309
C -2.85 -2.07 -4.49 -1.105
C -1.69 -1.01 -4.45 -0.091
O -1.22 -1.14 -3.10 0.942
H -3.26 -2.23 -5.49 0.446
H -3.65 -1.82 -3.80 -0.009
H -2.47 -2.98 -4.04 0.194
H -1.98 0.02 -4.66 0.314
H -0.98 -1.38 -5.19 0.250
H -0.38 -0.71 -2.92 -0.402
C 0.24 4.99 2.52 -1.570
C -0.23 3.58 2.30 0.977
O -1.55 3.58 1.84 -0.643
H 0.35 5.68 1.68 0.378
H 1.29 4.95 2.82 0.298
H -0.16 5.59 3.33 0.429
H -0.17 3.13 3.29 -0.069
H 0.41 3.08 1.58 -0.136
H -1.87 2.69 1.71 0.190
C 0.03 0.49 4.81 0.215
C -0.57 0.22 6.17 -0.696
O 0.49 -0.08 7.15 -0.537
H 0.90 1.13 4.97 0.266
H -0.71 0.92 4.13 -0.346
H 0.41 -0.40 4.31 0.065
H -1.13 -0.72 6.14 0.289
H -1.32 0.98 6.43 0.313
H 0.95 0.74 7.31 0.322
C -4.14 1.50 -2.68 -1.243
C -3.26 1.80 -1.45 0.921
O -2.51 2.95 -1.72 -0.586
H -5.10 1.98 -2.54 0.428
H -4.39 0.44 -2.80 0.117
H -3.73 1.90 -3.61 0.324
H -2.61 0.93 -1.38 -0.611
H -3.80 2.02 -0.53 0.337
H -3.00 3.71 -1.39 0.304
C 2.31 3.95 -1.79 -1.068
C 0.78 3.97 -1.61 0.010
O 0.35 2.70 -1.42 -0.184
H 2.68 3.15 -2.44 0.102
H 2.90 3.73 -0.90 0.203
H 2.74 4.89 -2.13 0.411
H 0.26 4.43 -2.45 0.381
H 0.52 4.50 -0.69 0.046
H -0.61 2.69 -1.49 0.089
C -4.67 -3.19 0.13 -1.376
C -3.89 -2.90 -1.15 -0.131
O -2.57 -2.43 -1.00 -0.263
H -5.56 -3.74 -0.16 0.439
H -5.06 -2.30 0.61 0.205
H -4.05 -3.73 0.84 0.329
H -4.53 -2.20 -1.68 0.214
H -3.93 -3.77 -1.81 0.408
H -2.18 -2.33 -1.87 -0.376
```

## Properties
- HOMO (eV) = -9.269
- orbital gap (eV) = 9.70
- structure (SMILES) = c1ccccc1.BrCCBr.CCO.CCO.CCO.CCO.CCO.CCO.CCO.CCO.CCO.CCO
- E_tot (Eh) = -7009.124051
- multiplicity = 1
- energy relative to the best compared isomer or geometry (same formula, charge and spin) (kcal per mole) = 21.0
- total charge = 0

***

(4)
ORCA calculation (ωB97M-V/def2-TZVPD) on a cluster of 8 separate species, C28H72F6N6O12S2 in total.

The geometry in XYZ format:
```
126
Properties=species:S:1:pos:R:3:mulliken_charge:R:1
C 4.83 -1.02 0.81 -0.792
C 4.57 -2.12 -0.29 0.419
O 4.49 -1.96 -1.51 -0.509
N 4.42 -3.53 0.36 -0.079
H 4.74 -4.22 -0.30 0.406
H 5.06 -3.59 1.14 0.425
C 2.98 -3.92 0.77 -0.677
H 3.81 -0.82 1.12 0.006
H 5.32 -0.15 0.36 0.268
H 5.42 -1.40 1.65 0.550
H 2.67 -3.11 1.42 0.238
H 3.11 -4.79 1.42 0.435
H 2.20 -4.21 0.06 0.262
C -1.97 -2.36 -2.03 0.255
C -3.41 -1.74 -1.96 -0.076
O -3.88 -1.09 -1.05 -0.451
N -4.35 -2.13 -3.05 0.073
H -4.88 -1.32 -3.34 0.470
H -3.91 -2.18 -3.96 0.296
C -5.38 -3.20 -2.59 -0.782
H -1.81 -3.09 -2.83 0.494
H -1.72 -2.88 -1.11 0.196
H -1.32 -1.50 -2.17 -0.638
H -5.90 -3.48 -3.51 0.425
H -5.99 -2.76 -1.81 0.337
H -4.95 -4.11 -2.18 0.353
C 1.06 0.17 -4.13 -0.804
N 1.89 -0.92 -4.86 0.180
C 3.30 -0.39 -5.11 -0.927
C 2.17 -2.21 -3.97 -0.703
C 1.32 -1.37 -6.21 -0.880
C -0.24 -1.59 -6.25 -0.275
O -0.67 -2.40 -5.29 -0.420
H 1.61 0.67 -3.34 0.419
H 0.17 -0.27 -3.68 0.123
H 0.73 0.87 -4.91 0.485
H 3.97 -0.91 -5.80 0.374
H 3.70 -0.16 -4.12 0.341
H 3.20 0.66 -5.36 0.465
H 2.86 -1.85 -3.20 0.333
H 2.67 -3.02 -4.49 0.471
H 1.32 -2.36 -3.30 0.148
H 1.87 -2.19 -6.68 0.432
H 1.53 -0.47 -6.79 0.519
H -0.41 -1.93 -7.28 0.505
H -0.69 -0.60 -6.31 0.025
H -1.62 -2.46 -5.39 0.289
C -1.85 1.75 -1.84 -1.382
N -2.86 2.69 -2.60 0.293
C -4.36 2.34 -2.28 -0.640
C -2.49 4.10 -1.97 -0.932
C -2.48 2.68 -4.12 -0.572
C -3.06 1.48 -4.94 -0.744
O -2.59 0.20 -4.53 -0.217
H -2.02 1.62 -0.77 0.693
H -0.84 2.16 -1.95 0.571
H -1.74 0.76 -2.27 -0.123
H -4.85 2.90 -3.08 0.428
H -4.53 2.74 -1.28 0.341
H -4.51 1.27 -2.37 0.054
H -3.05 4.88 -2.49 0.441
H -1.47 4.47 -2.08 0.370
H -2.77 4.08 -0.92 0.396
H -1.40 2.55 -4.24 0.249
H -2.74 3.63 -4.59 0.562
H -2.98 1.61 -6.02 0.523
H -4.14 1.42 -4.94 0.370
H -2.79 -0.48 -5.17 0.189
C 2.58 4.84 5.16 -0.957
N 2.26 3.54 5.86 0.188
C 3.54 2.87 6.47 -0.693
C 1.40 3.92 7.08 -1.071
C 1.42 2.55 4.96 -0.605
C 0.46 3.29 4.08 -0.652
O -0.34 4.25 4.75 -0.545
H 3.31 5.38 5.77 0.468
H 1.69 5.44 4.97 0.336
H 3.10 4.51 4.27 0.330
H 3.63 3.18 7.51 0.358
H 4.50 3.14 6.02 0.258
H 3.50 1.78 6.41 0.328
H 2.02 4.59 7.68 0.465
H 1.28 3.01 7.67 0.491
H 0.44 4.39 6.86 0.271
H 1.07 1.84 5.71 0.439
H 2.20 2.08 4.36 0.428
H -0.22 2.54 3.68 0.409
H 0.99 3.80 3.27 0.442
H -0.95 4.65 4.12 0.322
C -3.97 -3.84 1.66 -0.949
N -3.85 -2.89 2.84 0.164
C -3.83 -1.44 2.36 -1.025
C -5.17 -3.15 3.70 -0.806
C -2.59 -3.15 3.75 -0.979
C -1.26 -2.54 3.21 -0.300
O -0.77 -3.08 2.04 -0.464
H -4.76 -3.50 1.00 0.476
H -4.13 -4.85 2.02 0.462
H -3.01 -3.90 1.14 0.172
H -3.17 -1.46 1.49 0.200
H -3.47 -0.78 3.15 0.369
H -4.85 -1.31 2.00 0.589
H -6.00 -3.54 3.12 0.357
H -5.48 -2.18 4.07 0.367
H -4.97 -3.91 4.45 0.386
H -2.38 -4.20 3.95 0.403
H -2.88 -2.82 4.74 0.522
H -0.40 -2.65 3.87 0.597
H -1.45 -1.47 3.21 0.202
H -0.07 -2.51 1.72 0.344
C 1.50 1.12 0.28 0.169
F 1.68 1.35 1.55 -0.117
F 0.69 2.03 -0.24 -0.133
F 2.69 1.16 -0.36 -0.140
S 0.73 -0.60 0.03 0.929
O 1.17 -1.18 -1.27 -0.498
O 1.14 -1.40 1.16 -0.914
O -0.73 -0.40 0.09 -0.289
C 5.89 3.21 1.41 0.594
F 7.09 3.37 0.91 -0.209
F 5.37 4.44 1.60 -0.227
F 5.16 2.43 0.61 -0.189
S 5.98 2.32 3.14 0.893
O 4.57 2.35 3.61 -0.565
O 6.37 0.94 2.89 -0.626
O 6.95 3.01 3.98 -0.646
```

## Properties
- HOMO (eV) = -14.525
- orbital gap (eV) = 4.56
- E_tot (Eh) = -3735.456007
- multiplicity = 1
- energy relative to the best compared isomer or geometry (same formula, charge and spin) (kcal per mole) = 29.2
- total charge = +4